No. 1
Molecular formula: CH6S2
Method: DFT, wB97M-V/def2-TZVPD

Atoms and positions in Å:
S  -1.192  0.646  0.703
S  -1.016  0.162  -1.285
H  -2.488  0.269  0.894
H  -0.138  1.093  -1.514
C  3.729  -1.495  1.012
H  4.580  -1.037  0.524
H  2.931  -1.331  0.268
H  3.792  -2.581  1.030
H  3.356  -1.100  1.948

As for the electronic energy: -838.03975 Eh. Its frontier orbital gap is 9.029 eV. The value obtained for the LUMO energy is 0.4 eV. The SMILES is SS.C.

=====

No. 2
Molecular formula: C23H23N5O3STi
Method: DFT, wB97M-V/def2-TZVPD

Atoms and positions in Å:
Ti  0.318  0.079  0.237
N  -1.650  -0.630  0.301
C  -2.316  -0.983  1.528
C  -3.670  -0.686  1.633
C  -4.391  -0.999  2.770
C  -3.742  -1.628  3.820
C  -2.392  -1.914  3.721
C  -1.632  -1.612  2.582
C  -0.168  -1.877  2.592
C  0.326  -2.901  3.410
C  1.683  -3.047  3.628
C  2.571  -2.172  3.017
C  2.093  -1.220  2.128
C  0.719  -1.037  1.874
H  -2.257  -0.044  -0.260
H  -1.428  -1.462  -0.247
H  -4.169  -0.197  0.802
H  -5.445  -0.763  2.833
H  -4.279  -1.881  4.725
H  -1.894  -2.353  4.573
H  -0.355  -3.605  3.876
H  2.045  -3.838  4.272
H  3.635  -2.251  3.208
H  2.820  -0.608  1.610
N  5.040  6.266  0.480
C  4.718  4.968  0.117
C  4.136  4.101  1.050
C  3.787  2.818  0.679
C  4.007  2.392  -0.626
C  4.570  3.238  -1.562
C  4.925  4.523  -1.191
S  3.566  0.714  -0.995
O  4.131  -0.087  0.058
O  3.911  0.375  -2.344
N  1.934  0.715  -0.756
C  1.176  1.268  -1.746
N  1.673  2.146  -2.622
C  0.882  2.550  -3.608
C  -0.429  2.119  -3.730
C  -0.903  1.307  -2.720
N  -0.139  0.886  -1.709
H  5.182  6.429  1.462
H  5.695  6.746  -0.113
H  3.980  4.444  2.066
H  3.359  2.122  1.392
H  4.715  2.875  -2.571
H  5.365  5.200  -1.914
H  1.323  3.253  -4.305
H  -1.060  2.425  -4.550
H  -1.938  0.984  -2.710
C  -0.265  2.341  2.285
O  -0.169  2.125  0.864
H  -0.361  3.407  2.496
H  0.597  1.926  2.807
H  -1.161  1.823  2.621
H  0.650  2.534  0.548

As for the spin multiplicity: 3. As for the electronic energy: -2637.38609 Eh. Its frontier orbital gap (spin up / spin down) is 5.719 / 8.024 eV. The value obtained for the LUMO energy (spin up / spin down) is 0.2 / 0.1 eV.

=====

Q: Among the records above, which one has the highest electronic energy?
A: CH6S2

=====

Q: The highest electronic energy belongs to which entry?
A: CH6S2